Computed, not measured: a molecular structure, C32H29F4N5PS4Tc in a non-equilibrium geometry, with ωB97M-V with the def2-TZVPD basis set.

XYZ file:
```
76
Properties=species:S:1:pos:R:3
Tc 0.7010 1.5518 0.8118
C -1.6396 -0.1771 -0.1758
N -1.4538 1.0876 0.5751
C -2.3414 2.0908 -0.0438
C -1.8895 0.8476 1.9653
C -0.9573 -0.1781 2.5921
N 0.3849 0.2202 2.2167
C 1.4765 -0.3264 2.8299
C 2.7673 0.1361 2.5187
F 2.9411 1.0189 1.4936
C 3.9067 -0.3355 3.1265
F 5.0909 0.1667 2.7430
C 3.8633 -1.3165 4.0922
C 2.6112 -1.8131 4.3997
F 2.4973 -2.7876 5.3181
C 1.4598 -1.3489 3.8018
F 0.3061 -1.9324 4.1788
H -2.6868 -0.4921 -0.1027
H -0.9854 -0.9601 0.2163
H -1.3906 -0.0180 -1.2139
H -3.3783 1.7439 0.0196
H -2.0714 2.2130 -1.0927
H -2.2342 3.0468 0.4605
H -2.9244 0.4827 1.9778
H -1.8394 1.8004 2.4947
H -1.1866 -1.1943 2.2583
H -1.0880 -0.1438 3.6770
H 4.7558 -1.6824 4.5744
S 0.3287 3.7849 0.3080
C 0.7183 4.9411 1.5576
C 0.5424 6.3145 1.2320
N 0.3875 7.4244 0.9686
C 0.9582 4.4539 2.7804
S 0.9626 2.7533 2.9863
C 1.0719 5.3078 3.9237
N 1.1737 5.9797 4.8523
C 2.8212 -2.3420 0.4111
C 1.7264 -3.2545 0.8152
C 1.8332 -4.6865 0.9640
C 0.6022 -5.1112 1.3656
C -0.2153 -3.9306 1.4410
C -1.6409 -3.8501 1.8562
N 0.4855 -2.8412 1.1060
H 3.3931 -2.7561 -0.4213
H 3.5250 -2.2176 1.2415
H 2.4171 -1.3780 0.1382
H 2.7246 -5.2663 0.7837
H 0.2726 -6.1151 1.5843
H -2.1705 -4.7805 1.6581
H -2.1340 -3.0240 1.3427
H -1.6960 -3.6517 2.9319
S 2.2734 0.0623 -4.3643
P 0.7644 0.4827 -3.2112
S 1.4146 0.5840 -1.2186
C -0.1737 1.8994 -3.8366
C -0.4868 1.9308 -5.1975
C -1.2006 2.9972 -5.7141
C -1.5846 4.0499 -4.8876
C -1.2501 4.0315 -3.5448
C -0.5477 2.9506 -3.0264
C -0.4602 -0.8753 -3.1822
C -1.7586 -0.7501 -3.6612
C -2.6477 -1.8146 -3.5651
C -2.2451 -3.0091 -2.9903
C -0.9445 -3.1414 -2.5132
C -0.0597 -2.0845 -2.6118
H -0.1530 1.1286 -5.8439
H -1.4465 3.0179 -6.7683
H -2.1305 4.8891 -5.3001
H -1.5127 4.8526 -2.8894
H -0.2656 2.9464 -1.9920
H -2.0939 0.1846 -4.0931
H -3.6588 -1.7012 -3.9358
H -2.9389 -3.8360 -2.9097
H -0.6243 -4.0686 -2.0556
H 0.9485 -2.1812 -2.2270
```

Summary:
Orbital gap (spin up / spin down), eV: 3.32 / 3.24
Energy above the lowest of the compared OMol25 structures with the same formula, charge and spin, kcal per mole: 17.4
Charge: -1
HOMO (spin up / spin down), eV: -3.067 / -3.067
2S+1: 2

---

Computed, not measured: a gas-phase ion, C4H7N2OS (charge +1) in a non-equilibrium geometry, with ωB97M-V with the def2-TZVPD basis set.

XYZ file:
```
15
Properties=species:S:1:pos:R:3
C -1.7251 0.4123 0.4760
C -1.0934 -1.5563 -0.3934
C -0.4107 1.0909 0.4715
C 0.5817 0.2379 -0.3468
N -2.0823 -0.6926 -0.0024
N 0.1545 -1.1252 -0.5320
O 1.8790 -0.2016 0.7076
S 1.1069 0.8085 -2.0200
H -2.5446 0.9045 1.1091
H -1.4097 -2.5264 -0.3134
H -0.4815 2.1362 0.2677
H -0.1636 0.9958 1.5701
H 0.9715 -1.7966 -0.5930
H 2.5537 -0.3020 0.0693
H -0.2326 0.7389 -2.2105
```

Summary:
Structure (SMILES): O[C@]1(S)CC=NC=[NH+]1
Orbital gap, eV: 8.66
Energy above the lowest of the compared OMol25 structures with the same formula, charge and spin, kcal per mole: 67.0
Charge: +1
HOMO, eV: -14.466

---

Computed, not measured: C4H9NO in the gas phase in a non-equilibrium geometry, with ωB97M-V with the def2-TZVPD basis set.

XYZ file:
```
15
Properties=species:S:1:pos:R:3
C 0.0459 0.3297 1.9014
C 0.8152 -0.3012 0.7422
C 0.6386 0.4431 -0.5799
N -0.7457 0.4948 -1.0141
C -1.4168 -0.3423 -1.7773
O -0.6690 -1.3815 -2.2212
H 0.2247 -0.2125 2.8356
H 0.3494 1.3721 2.0600
H -1.0345 0.3156 1.7173
H 0.4946 -1.3405 0.5998
H 1.8871 -0.3259 0.9723
H 1.2092 -0.0458 -1.3740
H 0.9877 1.4779 -0.4967
H -1.3439 1.2356 -0.6889
H -1.4426 -1.7190 -2.6764
```

Summary:
Orbital gap, eV: 9.47
Energy above the lowest of the compared OMol25 structures with the same formula, charge and spin, kcal per mole: 52.9
HOMO, eV: -8.478

---

Computed, not measured: a molecular structure, C21H20N4O9PS2Ti in a non-equilibrium geometry, with ωB97M-V with the def2-TZVPD basis set.

XYZ file:
```
58
Properties=species:S:1:pos:R:3
Ti 0.1499 0.0528 -0.0040
O 0.6668 -0.0084 3.9794
C 0.9967 0.0000 2.8196
O 0.0723 -0.0255 1.8454
C 2.4391 0.0338 2.3864
C 3.3905 0.0523 3.3967
C 4.7655 0.0627 3.1109
C 5.1683 0.0539 1.7653
C 4.1891 0.0431 0.8010
C 2.8314 0.0319 1.0362
O 1.9821 -0.0011 -0.0212
N 4.6115 0.0411 -0.6294
O 4.8554 -1.0401 -1.1408
O 4.6315 1.1091 -1.2123
N 5.7091 0.0778 4.1173
O 6.9538 0.0915 3.7884
O 5.3182 0.0754 5.3395
H 3.0696 0.0551 4.4261
H 6.2199 0.0593 1.5228
C -0.0202 -0.5939 -4.3263
C -0.0109 0.7690 -4.8031
C -0.0042 1.7749 -3.9142
C -0.0108 1.5176 -2.4926
N -0.0114 0.1748 -2.0390
C -0.0142 -0.8150 -2.9987
C -0.0055 2.4848 -1.5265
C 0.0115 3.9075 -1.7584
C 0.0114 4.7789 -0.7390
C -0.0063 4.2764 0.6261
C -0.0117 2.9555 0.8345
N -0.0071 2.0125 -0.1861
H -0.0113 -1.4346 -5.0076
H -0.0007 0.9802 -5.8668
H 0.0131 2.7995 -4.2615
H -0.0075 -1.8242 -2.6114
H 0.0301 4.2725 -2.7772
H 0.0311 5.8453 -0.9305
H 0.0024 4.9455 1.4766
H -0.0180 2.5490 1.8369
C -4.2721 -4.8255 -0.6747
C -2.8803 -4.2752 -0.8837
O -2.9528 -2.8435 -0.9029
P -2.0873 -2.0038 0.1608
S -2.5535 -0.1157 -0.0598
S -0.1690 -2.5520 0.0444
O -2.7125 -2.6150 1.5108
C -2.2387 -2.1282 2.7825
C -2.5180 -3.1886 3.8176
H -4.2536 -5.9190 -0.6760
H -4.9419 -4.4872 -1.4672
H -4.6663 -4.4804 0.2818
H -2.4617 -4.5945 -1.8392
H -2.2077 -4.6182 -0.0967
H -2.7579 -1.1958 3.0061
H -1.1747 -1.9045 2.7251
H -3.5856 -3.4131 3.8728
H -2.1804 -2.8427 4.7967
H -1.9823 -4.1080 3.5743
```

Summary:
Orbital gap (spin up / spin down), eV: 4.11 / 4.82
Energy above the lowest of the compared OMol25 structures with the same formula, charge and spin, kcal per mole: 3.3
Charge: -2
HOMO (spin up / spin down), eV: 0.002 / -0.711
2S+1: 2

---

Computed, not measured: C7H8N2S in the gas phase in a non-equilibrium geometry, with ωB97M-V with the def2-TZVPD basis set.

XYZ file:
```
18
Properties=species:S:1:pos:R:3
C 0.5319 1.2400 0.6628
C 0.9732 -0.0186 0.9058
C -1.1431 -0.5379 0.0757
C -2.8499 1.0258 -0.1284
C -3.5958 -0.1113 -0.1708
C 2.4955 -0.7690 -0.9425
C 2.1204 -0.8666 0.5384
N -0.6436 1.7317 0.3351
N -1.5331 0.7232 0.0366
S -2.5098 -1.4725 -0.0519
H 1.3288 2.0345 0.8772
H -3.2599 1.9832 -0.1135
H -4.6432 -0.1393 -0.1486
H 3.1903 -1.5099 -1.1644
H 2.9998 0.1496 -1.1506
H 1.6701 -0.9520 -1.5500
H 2.9566 -0.6187 1.2685
H 1.9118 -1.8922 0.7206
```

Summary:
Orbital gap (spin up / spin down), eV: 7.02 / 8.27
Energy above the lowest of the compared OMol25 structures with the same formula, charge and spin, kcal per mole: 59.8
HOMO (spin up / spin down), eV: -6.188 / -9.313
2S+1: 3

---

Computed, not measured: a molecular structure, C23H55BClO6P, with ωB97M-V with the def2-TZVPD basis set.

XYZ file:
```
87
Properties=species:S:1:pos:R:3
C -0.2157 0.2328 1.5690
C -0.5160 -0.2607 0.1414
C 0.2115 -1.5502 -0.2255
C -0.3846 -2.8428 0.3312
O -1.0021 -2.6929 1.6334
P -2.5523 -2.8746 1.7432
O -3.1634 -3.9137 0.9206
O -2.8060 -3.1727 3.3224
Cl -1.5774 -2.7432 4.4033
O -3.2058 -1.4565 1.4875
B -4.6111 -1.4634 1.2565
O -5.4767 -1.9064 2.2307
O -5.0818 -0.9795 0.0914
C -4.1594 -0.8532 -0.9927
H 0.5351 1.0182 1.5554
H -1.1082 0.5853 2.0769
H 0.1975 -0.5827 2.1585
H -1.5830 -0.3519 -0.0387
H -0.1557 0.5055 -0.5467
H 0.1722 -1.6527 -1.3123
H 1.2676 -1.4555 0.0214
H -1.0698 -3.2883 -0.3841
H 0.4192 -3.5594 0.4787
H -5.7883 -1.1679 2.7559
H -3.6260 -1.7921 -1.1381
H -4.7174 -0.6410 -1.8964
H -3.4226 -0.0774 -0.7993
C -2.1511 -0.5944 -3.8488
C -1.3643 0.4177 -4.6738
C -1.1539 1.7403 -3.9385
C -2.4362 2.4971 -3.5890
C -3.3254 2.8385 -4.7832
C -2.6487 3.7557 -5.7983
H -3.1522 -0.2286 -3.6189
H -2.2626 -1.5386 -4.3835
H -1.6392 -0.7995 -2.9044
H -1.8653 0.5864 -5.6303
H -0.3848 -0.0039 -4.9135
H -0.5047 2.3819 -4.5417
H -0.6032 1.5463 -3.0111
H -2.1619 3.4243 -3.0750
H -3.0183 1.9171 -2.8664
H -4.2303 3.3265 -4.4125
H -3.6563 1.9229 -5.2808
H -2.3484 4.6959 -5.3310
H -3.3284 3.9944 -6.6172
H -1.7607 3.2945 -6.2325
C 1.6403 -4.3735 4.1401
C 1.7977 -4.1387 5.6394
C 3.2053 -4.4255 6.1601
C 3.6687 -5.8734 5.9923
C 2.7678 -6.9168 6.6515
C 2.6670 -6.7624 8.1666
H 1.8311 -5.4137 3.8715
H 0.6254 -4.1296 3.8259
H 2.3323 -3.7444 3.5747
H 1.0647 -4.7417 6.1824
H 1.5570 -3.0942 5.8609
H 3.2559 -4.1460 7.2161
H 3.9151 -3.7716 5.6436
H 4.6779 -5.9640 6.4062
H 3.7603 -6.1065 4.9280
H 3.1636 -7.9094 6.4224
H 1.7669 -6.8806 6.2133
H 3.6525 -6.8393 8.6305
H 2.0373 -7.5438 8.5938
H 2.2341 -5.8016 8.4479
C 2.3268 3.2715 -2.0231
C 1.3453 4.3751 -2.4073
C 1.7667 5.1577 -3.6499
C 3.0890 5.9151 -3.5167
C 3.1407 6.9189 -2.3658
C 2.1135 8.0408 -2.4916
H 3.3118 3.6724 -1.7803
H 1.9725 2.7251 -1.1470
H 2.4446 2.5559 -2.8399
H 1.2051 5.0533 -1.5612
H 0.3684 3.9236 -2.6009
H 0.9694 5.8586 -3.9128
H 1.8462 4.4656 -4.4945
H 3.2820 6.4424 -4.4560
H 3.9091 5.2011 -3.4014
H 4.1414 7.3572 -2.3342
H 3.0043 6.4042 -1.4109
H 2.2591 8.5973 -3.4197
H 2.2070 8.7454 -1.6642
H 1.0923 7.6578 -2.4829
```

Summary:
Orbital gap, eV: 10.51
HOMO, eV: -10.749

---

Computed, not measured: a molecular structure, C24H31Br2Cl3EuF6N7O7S2 in a non-equilibrium geometry, with ωB97M-V with the def2-TZVPD basis set.

XYZ file:
```
83
Properties=species:S:1:pos:R:3
Eu 0.0117 0.5183 0.0979
N -1.8102 -0.3417 1.8287
C -3.2639 -0.2100 1.6890
C -3.6657 0.4056 0.3485
N -2.7957 0.0291 -0.7684
C -2.9230 -1.4022 -1.0744
C -1.9857 -1.8630 -2.1882
N -0.6457 -1.2977 -2.0067
C -3.1396 0.8550 -1.9322
C -2.3488 2.1450 -1.9779
N -0.9150 1.8316 -1.9687
H -1.5679 -1.3002 1.5779
H -1.5345 -0.2320 2.7998
H -3.6556 0.4369 2.4769
H -3.7447 -1.1839 1.8174
H -3.6252 1.4917 0.4270
H -4.7110 0.1362 0.1283
H -3.9606 -1.6488 -1.3529
H -2.6804 -1.9641 -0.1710
H -2.3650 -1.5654 -3.1668
H -1.9861 -2.9578 -2.1788
H -0.0745 -1.4214 -2.8347
H -0.1813 -1.8147 -1.2584
H -4.2167 1.0694 -1.9532
H -2.9155 0.2988 -2.8418
H -2.5673 2.7724 -1.1130
H -2.6461 2.7020 -2.8720
H -0.3695 2.6849 -2.0699
H -0.6905 1.2611 -2.7794
Br 3.2695 -2.1212 0.8180
C 1.8662 -3.1026 1.5727
C 2.2148 -4.1756 2.4130
C 1.2577 -4.9746 2.9547
Br 1.7863 -6.3973 4.0955
C -0.1086 -4.7469 2.6586
C -1.1619 -5.5595 3.1337
C -2.4491 -5.2811 2.7846
C -2.6908 -4.1679 1.9588
N -1.7448 -3.3889 1.5022
C -0.4488 -3.6523 1.8238
C 0.5601 -2.7685 1.2729
O 0.2256 -1.7529 0.5324
H 3.2598 -4.3566 2.6219
H -0.9289 -6.4017 3.7708
H -3.2713 -5.8941 3.1276
H -3.7085 -3.9179 1.6702
Cl 1.7059 -0.8472 4.2566
C 1.6581 0.9105 4.0578
Cl -0.0220 1.4800 4.3946
Cl 2.7466 1.6726 5.2060
C 2.0025 1.3187 2.5753
O 2.7029 2.2834 2.4004
O 1.4575 0.5457 1.7154
C -3.9594 4.3721 2.3027
C -2.4432 4.4086 2.5377
C -1.8417 5.7154 2.0068
C -2.1217 4.2306 4.0238
C -1.8479 3.2911 1.7741
N -1.3945 2.4232 1.1795
H -4.4193 5.1972 2.8475
H -4.3907 3.4373 2.6640
H -4.1990 4.4818 1.2440
H -2.2987 6.5522 2.5364
H -2.0314 5.8339 0.9396
H -0.7646 5.7443 2.1715
H -2.5720 5.0585 4.5729
H -1.0471 4.2351 4.2011
H -2.5314 3.2960 4.4094
F 2.9415 -0.4293 -3.9622
C 3.0052 0.8145 -3.4887
F 1.9280 1.4805 -3.9050
F 4.0924 1.4115 -3.9534
S 3.0649 0.7363 -1.6535
O 1.6976 0.2618 -1.3646
O 4.1713 -0.1021 -1.3614
N 3.2804 2.2028 -1.1552
S 2.0551 3.1621 -0.9023
O 1.5110 3.7633 -2.0914
O 1.0451 2.6207 0.0063
C 2.8896 4.5550 -0.0025
F 3.3376 5.4124 -0.9147
F 1.9575 5.1571 0.7353
F 3.8856 4.1636 0.7521
```

Summary:
Orbital gap (spin up / spin down), eV: 7.05 / 7.51
Energy above the lowest of the compared OMol25 structures with the same formula, charge and spin, kcal per mole: 13.2
HOMO (spin up / spin down), eV: -7.410 / -7.412
2S+1: 7

---

Computed, not measured: a molecular structure, CH6B3BrLiNO5P in a non-equilibrium geometry, with ωB97M-V with the def2-TZVPD basis set.

XYZ file:
```
19
Properties=species:S:1:pos:R:3
N -0.3619 -1.7950 3.6025
P -0.0396 -1.5370 2.0784
B -0.4728 0.2657 1.5221
O -1.7590 0.7376 1.6140
B -2.1687 0.9392 0.3256
Br -3.6600 -0.0124 -0.3905
O -1.3640 1.7658 -0.4452
B -0.0668 1.4018 -0.3083
C 0.8997 1.1736 -1.5580
O 1.4073 -0.1493 -1.4928
O 0.7054 -0.8569 -2.5184
O 0.4317 1.1463 0.9317
H 0.4899 -2.0758 4.0741
H 1.2946 -1.7341 1.6632
H -0.8161 -2.3524 1.2150
H 1.7713 1.8379 -1.5376
H 0.3361 1.3084 -2.4809
H 1.2577 -1.6487 -2.6382
Li 2.1151 1.5854 -3.6568
```

Summary:
Orbital gap, eV: 5.59
Charge: +1
HOMO, eV: -10.886

---

Computed, not measured: 2 unconnected molecules or ions with the total composition C6H16NO10P2 in a non-equilibrium geometry, with ωB97M-V with the def2-TZVPD basis set.

XYZ file:
```
35
Properties=species:S:1:pos:R:3
O -2.4151 0.9538 3.5460
C -2.3326 0.7243 2.3779
O -3.4016 0.2901 1.7058
C -1.1288 0.9029 1.5201
C 0.1852 0.6661 2.1892
C 0.6595 -0.6697 1.7130
N 0.7055 -0.7695 0.1694
P 0.7903 -2.5313 -0.1913
O 1.8226 -3.1124 0.6221
O -0.5965 -3.1646 0.1884
O 0.9610 -2.7279 -1.7116
P 2.1571 0.0607 -0.5809
O 1.7763 0.4303 -1.8988
O 3.3900 -0.9462 -0.6329
O 2.5908 1.3387 0.2430
H -3.1581 0.1960 0.7715
H -1.2208 0.2582 0.6582
H -1.1702 1.9294 1.1875
H 0.0043 0.6252 3.2581
H 0.8814 1.4768 2.0588
H 0.0732 -1.4360 2.1937
H 1.6723 -0.8515 2.0405
H -0.1808 -0.4053 -0.3798
H -1.1453 -2.5393 0.6740
H 1.8724 -2.5627 -1.9684
H 3.7834 -0.8166 -1.5033
H 3.5157 1.2945 0.5112
O -1.2666 0.1186 -1.0367
C -1.7651 0.8697 -2.0890
C -0.7531 1.9811 -2.6227
O -1.2779 2.7089 -3.6110
H -2.6940 1.4364 -1.8571
H -2.0513 0.2973 -2.9932
H 0.1692 1.4195 -2.8668
H -0.4523 2.5543 -1.6851
```

Summary:
Orbital gap, eV: 3.19
Energy above the lowest of the compared OMol25 structures with the same formula, charge and spin, kcal per mole: 0.0
Charge: -1
HOMO, eV: -1.622

---

no.,E_tot (eV)
1,-106804.5824
2,-20114.5822
3,-7830.0261
4,-100566.3808
5,-21197.4395
6,-59521.1137
7,-285115.5901
8,-94423.4475
9,-47025.8395